DFT (the ωB97M-V functional and the def2-TZVPD basis) results for a cluster of 5 separate species, CH12N2O4 in total in a non-equilibrium geometry.

Geometry as XYZ:
```
19
Properties=species:S:1:pos:R:3:forces:R:3
N -0.855 2.031 -0.563 0.3 1.1 -0.2
C -1.210 3.280 -0.341 -0.7 -1.9 0.9
N -1.649 3.951 -1.376 0.5 0.6 -0.3
H -0.560 1.873 -1.517 -0.4 -1.0 -0.2
H -0.864 1.329 0.175 0.6 0.2 -0.3
H -1.191 3.548 0.713 -0.4 0.8 0.0
H -2.606 4.312 -1.367 0.1 0.2 0.1
H -3.233 -4.776 2.312 0.0 -0.1 0.0
H -2.141 -3.755 2.632 0.1 -0.1 0.0
O -2.833 -4.285 3.035 -0.1 0.2 0.0
H 5.456 -3.223 -1.824 -0.1 0.0 0.2
H 4.030 -2.824 -1.476 0.0 0.0 0.0
O 4.832 -3.185 -1.088 0.1 0.1 -0.2
H 5.335 3.159 0.529 0.1 -0.2 0.2
H 6.177 2.538 -0.548 0.2 -0.2 0.0
O 5.876 2.377 0.353 -0.3 0.4 -0.2
H -4.793 -1.447 -0.247 -0.2 -0.2 -0.5
H -4.855 -2.498 0.785 -0.2 -0.5 -0.5
O -4.916 -2.405 -0.185 0.3 0.7 1.0
```
Positions in Å, forces in eV/Å.

Calculated values
Orbital gap (alpha / beta) = 7.579 / 4.955 eV
2S+1 = 2
Energy above the lowest of the compared OMol25 structures with the same formula, charge and spin = 39.14 kcal/mol
Total charge = +1

---

DFT (the ωB97M-V functional and the def2-TZVPD basis) results for the molecule C8H13N in a non-equilibrium geometry.

Geometry as XYZ:
```
22
Properties=species:S:1:pos:R:3:forces:R:3
C 2.975 1.103 -0.941 0.0 1.7 -1.0
C 2.499 0.166 -0.362 1.5 1.2 -1.0
C 2.040 -0.924 0.417 -0.1 -0.4 1.3
C 0.538 -0.854 0.570 -1.4 0.0 1.1
C 0.016 0.455 1.257 1.8 0.3 -0.8
N -0.472 0.921 -0.058 -1.8 -0.8 0.2
C -1.778 1.613 -0.050 0.4 0.7 0.9
C -0.432 -0.475 -0.638 1.5 -0.6 1.4
C -1.677 -1.350 -0.786 -0.2 0.9 -0.1
H 3.247 2.044 -1.483 -0.3 -1.7 0.9
H 2.473 -0.783 1.459 -0.4 -0.5 -1.1
H 2.344 -1.904 0.022 0.1 0.3 0.1
H 0.305 -1.745 1.170 -0.6 0.1 -0.4
H -0.721 0.281 2.036 -0.4 0.0 0.0
H 0.838 1.123 1.653 -0.9 -0.6 -0.2
H -1.934 2.011 -1.085 -0.3 -0.2 1.0
H -1.666 2.483 0.724 -0.4 -1.4 -1.6
H -2.647 0.955 0.303 1.0 0.8 -0.5
H 0.076 -0.511 -1.585 0.4 0.3 -0.6
H -2.336 -1.313 0.086 0.2 -0.4 0.1
H -2.255 -0.925 -1.604 -0.3 0.0 -0.2
H -1.434 -2.373 -1.104 0.1 0.3 0.4
```
Positions in Å, forces in eV/Å.

Calculated values
Orbital gap = 9.550 eV
Energy above the lowest of the compared OMol25 structures with the same formula, charge and spin = 78.36 kcal/mol
Total charge = 0

---

DFT (the ωB97M-V functional and the def2-TZVPD basis) results for a structure of composition C5H11BrNO3SZn in a non-equilibrium geometry.

Geometry as XYZ:
```
23
Properties=species:S:1:pos:R:3:forces:R:3
Zn -0.565 1.656 -4.051 2.1 -0.6 1.3
Br 1.484 1.076 -2.764 -2.1 0.6 -1.4
C 4.955 1.857 -2.316 0.5 0.5 -0.6
C 4.865 3.312 -2.379 -0.3 2.3 0.3
N 4.761 4.471 -2.442 0.1 -2.2 0.1
H 4.685 1.463 -1.336 -0.2 0.0 -0.2
H 5.983 1.585 -2.553 0.0 -0.2 0.2
H 4.355 1.521 -3.162 -0.2 -0.5 0.3
O 0.358 -1.809 1.104 -0.9 -0.9 0.0
S -0.990 -1.959 0.630 -3.1 1.4 -1.1
O -1.809 -3.179 0.504 2.4 1.8 0.4
O -1.999 -0.862 1.436 1.3 -1.3 -1.0
C -2.625 -1.395 2.626 0.5 -0.8 0.6
C -3.334 -0.286 3.328 -0.6 1.4 -0.3
C -1.068 -1.005 -0.995 -0.3 -1.0 1.4
H -1.849 -1.841 3.249 0.2 0.2 0.2
H -3.289 -2.233 2.411 -0.1 0.2 -0.5
H -3.654 -0.497 4.348 0.1 -0.4 -0.1
H -4.204 0.049 2.763 -0.3 -0.4 0.0
H -2.765 0.643 3.355 0.6 -0.2 0.2
H -0.442 -0.129 -0.828 -0.2 -0.1 -0.1
H -2.126 -0.782 -1.126 0.1 0.1 0.0
H -0.728 -1.657 -1.800 0.2 0.0 0.2
```
Positions in Å, forces in eV/Å.

Calculated values
Orbital gap = 3.854 eV
Energy above the lowest of the compared OMol25 structures with the same formula, charge and spin = 66.13 kcal/mol
Total charge = +1

---

DFT (the ωB97M-V functional and the def2-TZVPD basis) results for a structure of composition C25H13BrCl2F5N3O7ReS3.

Geometry as XYZ:
```
60
Properties=species:S:1:pos:R:3:forces:R:3
Re 0.632 0.659 0.499 -0.2 -0.4 -0.5
S -0.392 -1.345 0.582 0.0 0.0 0.0
C 0.166 -2.226 -0.816 -0.1 0.0 0.0
C -0.345 -3.497 -1.089 0.0 0.0 0.0
C 0.036 -4.185 -2.227 0.0 -0.1 0.0
C -0.540 -5.470 -2.505 0.1 0.0 0.0
N -1.002 -6.501 -2.726 0.0 0.0 0.0
C 0.964 -3.602 -3.116 0.0 0.0 -0.1
C 1.485 -2.353 -2.834 0.0 0.0 0.0
C 1.095 -1.653 -1.690 0.0 0.0 0.0
S 1.698 -0.049 -1.393 0.1 0.0 0.0
C 1.342 -4.271 -4.328 0.0 0.0 0.1
N 1.642 -4.808 -5.300 0.0 0.0 0.0
H -1.063 -3.938 -0.409 0.0 0.0 0.0
H 2.186 -1.896 -3.521 0.0 0.0 0.0
Br -2.039 5.819 4.898 0.0 0.0 0.0
C -1.669 3.976 5.164 0.0 0.0 0.0
C -1.892 3.422 6.414 0.0 0.0 0.0
N -1.655 2.142 6.682 0.0 0.0 -0.1
C -1.184 1.388 5.688 0.0 0.0 0.0
C -0.935 1.862 4.407 0.1 0.0 -0.1
C -1.183 3.199 4.130 0.1 -0.1 0.0
C -0.392 0.915 3.355 -0.4 -0.3 -0.4
O -0.164 -0.248 3.649 0.1 0.1 0.2
O -0.282 1.447 2.185 0.1 0.4 0.4
H -2.272 4.037 7.222 0.0 0.0 0.0
H -0.980 0.347 5.904 0.0 0.0 0.0
H -0.975 3.595 3.145 0.0 0.0 -0.1
C -2.031 -2.976 -5.021 0.0 0.0 0.0
C -1.808 -1.701 -4.253 0.0 0.0 0.0
C -0.924 -0.732 -4.711 0.0 0.0 0.0
C -0.701 0.432 -3.989 0.0 0.0 0.0
C -1.376 0.638 -2.798 0.0 0.0 0.0
C -2.269 -0.314 -2.324 0.0 0.0 0.0
C -2.478 -1.473 -3.051 0.0 0.0 0.0
S -1.070 2.118 -1.863 -0.1 -0.1 0.2
O -2.275 2.898 -1.872 0.0 0.0 0.0
O 0.133 2.701 -2.378 0.0 0.0 0.0
O -0.898 1.535 -0.452 0.2 0.3 0.0
H -1.447 -2.990 -5.941 0.0 0.0 0.0
H -3.085 -3.096 -5.282 0.0 0.0 0.0
H -1.743 -3.850 -4.431 0.0 0.0 0.0
H -0.382 -0.902 -5.635 0.0 0.0 0.0
H 0.017 1.172 -4.319 0.0 0.0 0.0
H -2.771 -0.154 -1.378 0.0 0.0 0.0
H -3.157 -2.227 -2.669 0.0 0.0 0.0
Cl 4.020 0.775 3.785 0.0 0.0 0.0
C 3.634 -0.853 3.227 0.1 0.0 0.0
Cl 2.854 -1.799 4.521 0.0 0.0 0.0
C 2.745 -0.907 1.969 -0.2 -0.1 0.1
O 2.720 -1.948 1.353 0.1 0.0 -0.1
O 2.107 0.184 1.718 0.1 0.1 0.2
H 4.567 -1.354 2.998 0.0 0.0 0.0
F 1.784 2.497 0.439 -0.1 0.2 0.0
C 1.661 4.079 0.532 0.0 0.0 0.0
F 0.299 4.229 0.709 0.2 -0.1 0.1
C 2.241 4.239 1.941 -0.1 0.0 0.0
F 2.162 5.557 2.278 0.1 -0.2 0.0
F 3.544 3.894 1.971 -0.2 0.1 0.0
F 1.643 3.565 2.955 0.1 0.1 0.0
```
Positions in Å, forces in eV/Å.

Calculated values
Orbital gap (alpha / beta) = 6.250 / 6.589 eV
2S+1 = 2
Energy above the lowest of the compared OMol25 structures with the same formula, charge and spin = 43.26 kcal/mol
Total charge = -2

---

DFT (the ωB97M-V functional and the def2-TZVPD basis) results for a structure of composition C15H20CuN4OSbSe4 in a non-equilibrium geometry.

Geometry as XYZ:
```
46
Properties=species:S:1:pos:R:3:forces:R:3
Cu -0.642 -0.025 -1.390 0.4 -0.6 0.2
O -2.443 0.340 -0.832 -0.4 0.5 0.3
C -2.800 1.569 -0.604 0.1 -0.2 -0.1
C -4.091 1.798 -0.049 -0.1 0.0 0.0
C -4.598 3.055 0.172 0.2 0.1 -0.1
C -3.840 4.193 -0.149 -0.2 -0.2 0.1
C -2.572 4.007 -0.646 0.2 0.0 -0.1
C -2.007 2.736 -0.863 0.1 0.1 0.0
C -0.603 2.695 -1.314 0.1 -0.1 0.0
N 0.072 1.690 -1.869 0.3 0.6 -0.3
C 1.356 2.150 -2.133 -0.2 -0.2 0.0
C 1.472 3.435 -1.725 -0.2 0.0 0.1
N 0.234 3.764 -1.213 0.1 0.0 -0.1
H -4.666 0.911 0.205 0.1 0.1 -0.1
H -5.588 3.165 0.600 0.0 0.0 0.0
H -4.237 5.192 -0.005 0.0 -0.1 0.0
H -1.992 4.892 -0.901 -0.1 -0.1 0.0
H 2.108 1.517 -2.588 -0.2 0.1 0.1
H 2.309 4.120 -1.729 -0.2 -0.1 0.0
H 0.019 4.606 -0.721 0.0 0.2 0.1
Se 4.518 1.074 3.332 0.2 0.1 -0.3
Sb 2.184 0.298 3.861 -0.9 -0.3 0.6
Se 0.903 1.166 1.919 0.4 0.2 0.3
Se 1.475 1.164 6.031 0.2 -0.1 -0.4
Se 2.319 -2.197 3.925 0.2 0.3 -0.1
C 2.532 -2.472 0.240 -0.2 0.0 0.3
C 1.780 -1.316 -0.441 -0.2 -0.1 -0.1
N 0.345 -1.671 -0.632 0.1 -0.2 -0.3
C 0.238 -2.848 -1.520 0.1 0.1 0.5
C 1.045 -4.046 -0.938 -0.1 0.4 0.2
N 1.550 -3.621 0.407 -0.2 0.4 -0.1
C 0.376 -3.230 1.296 0.0 0.0 -0.4
C -0.264 -1.972 0.693 0.2 0.0 -0.2
H 2.870 -2.193 1.248 -0.1 -0.1 -0.1
H 3.372 -2.850 -0.346 -0.1 0.0 0.0
H 2.205 -1.074 -1.417 0.0 -0.1 0.0
H 1.825 -0.420 0.188 -0.1 -0.1 0.0
H 0.613 -2.584 -2.505 0.1 0.0 0.0
H -0.815 -3.109 -1.617 0.0 0.0 0.0
H 1.905 -4.300 -1.550 0.1 0.0 -0.1
H 0.431 -4.933 -0.809 -0.1 -0.1 0.1
H 2.044 -4.379 0.863 0.1 -0.1 0.1
H 0.774 -3.017 2.291 0.1 0.0 0.1
H -0.297 -4.088 1.326 0.1 -0.1 -0.1
H -0.082 -1.108 1.343 0.0 -0.1 -0.1
H -1.338 -2.084 0.568 0.0 0.0 -0.1
```
Positions in Å, forces in eV/Å.

Calculated values
Orbital gap (alpha / beta) = 5.193 / 4.996 eV
2S+1 = 2
Energy above the lowest of the compared OMol25 structures with the same formula, charge and spin = 0.00 kcal/mol
Total charge = -1